A 2-piece molecular cluster, C14H20N2O6 overall in a non-equilibrium geometry, computed with wB97M-V/def2-TZVPD.

Calculated values
Orbital gap   9.098 eV
E_HOMO   -8.8 eV
SMILES string   CNC(=O)[C@H](CO)NC(C)=O.COc1cccc(C(=O)O)c1
Relative energy (zero: lowest compared OMol25 entry of this formula, charge and spin)   22.31 kcal/mol

```
! RIJCOSX wB97M-V def2-TZVPD def2/J DEFGRID3
* xyz 0 1
C -2.92408 3.52873 -1.21991
N -3.13376 2.26576 -0.51514
C -2.95555 1.05909 -1.06596
O -2.57709 0.90677 -2.22557
C -3.16437 -0.15676 -0.15456
C -1.78958 -0.68889 0.26342
O -1.09084 -1.17212 -0.86806
N -3.93152 -1.22838 -0.80743
C -5.23755 -1.25303 -1.06362
C -6.11071 -0.09605 -0.61893
O -5.74340 -2.20486 -1.63549
H -3.67295 3.64164 -2.00610
H -3.00389 4.36515 -0.52388
H -1.93320 3.53785 -1.67998
H -3.42541 2.30965 0.44826
H -3.68497 0.16050 0.74800
H -1.90771 -1.49429 0.99036
H -1.21963 0.11908 0.72287
H -1.19945 -0.53115 -1.58765
H -3.40230 -2.01152 -1.16415
H -7.14621 -0.32902 -0.86394
H -6.01912 0.04036 0.45616
H -5.81292 0.80476 -1.15062
C 7.23650 0.00535 1.06336
O 6.58113 -0.74662 0.03284
C 5.21574 -0.90681 0.10249
C 4.61825 -1.60262 -0.95083
C 3.23737 -1.80958 -0.98481
C 2.43232 -1.31621 0.04415
C 2.99502 -0.61402 1.12678
C 2.15118 -0.08510 2.22257
O 0.93470 -0.13894 2.12624
O 2.76807 0.45116 3.30206
C 4.39255 -0.42451 1.13992
H 8.30841 0.05808 0.85134
H 6.84723 1.02765 1.10855
H 7.10466 -0.47537 2.03797
H 5.24290 -1.98335 -1.75301
H 2.78649 -2.35161 -1.81171
H 1.35885 -1.48576 -0.00046
H 2.04482 0.71243 3.89099
H 4.83005 0.11251 1.97344
*
```

An isolated molecule of C14H20N2O6S2 in a non-equilibrium geometry, computed with wB97M-V/def2-TZVPD.

Calculated values
Orbital gap   9.385 eV
E_HOMO   -8.9 eV
SMILES string   CCS(=O)(=O)N1CCN(S(=O)(=O)c2ccc3c(c2)OCCO3)CC1
Relative energy (zero: lowest compared OMol25 entry of this formula, charge and spin)   33.33 kcal/mol

```
! RIJCOSX wB97M-V def2-TZVPD def2/J DEFGRID3
* xyz 0 1
C 5.23829 -0.42141 -0.79869
C 3.87824 -0.30157 -0.14725
S 4.11441 0.66809 1.36915
O 4.91647 -0.10511 2.27595
O 4.56821 1.97727 1.00348
N 2.65082 0.88003 2.12909
C 1.71281 1.84513 1.59972
C 0.29371 1.25452 1.56848
N 0.31351 -0.15685 1.26653
S 0.43778 -0.52035 -0.36389
O 0.99096 0.58724 -1.09374
O 1.06903 -1.80235 -0.48997
C -1.29282 -0.66903 -0.77618
C -1.98261 -1.79454 -0.36291
C -3.33373 -1.89327 -0.62873
C -3.99256 -0.87338 -1.31043
C -3.27359 0.24416 -1.76118
C -1.91757 0.34290 -1.47327
O -3.86388 1.24104 -2.48316
C -5.12358 0.88137 -3.01215
C -5.96395 0.19308 -1.93893
O -5.33440 -0.99983 -1.51755
C 1.03292 -0.97985 2.22102
C 2.11736 -0.16672 2.95363
H 5.92772 -0.91307 -0.11597
H 5.62312 0.57155 -1.01823
H 5.17674 -0.99448 -1.72137
H 3.16566 0.23047 -0.76900
H 3.47267 -1.26521 0.14368
H 2.03825 2.11014 0.59339
H 1.72897 2.75236 2.21805
H -0.19923 1.38295 2.53659
H -0.30187 1.74605 0.79984
H -1.45130 -2.57510 0.15484
H -3.90997 -2.74878 -0.31566
H -1.35539 1.19628 -1.81440
H -5.59097 1.80600 -3.35224
H -4.99011 0.19923 -3.86210
H -6.94376 -0.09445 -2.32206
H -6.08555 0.87067 -1.08349
H 0.31690 -1.38797 2.94531
H 1.46471 -1.80639 1.65577
H 2.96109 -0.79517 3.23773
H 1.69650 0.28432 3.86028
*
```

An isolated molecule of C14H20N3PS in a non-equilibrium geometry, computed with wB97M-V/def2-TZVPD.

Calculated values
Orbital gap   8.779 eV
E_HOMO   -8.4 eV
SMILES string   CCN(CC)[P@@H](=S)c1ccc(-n2ccnc2C)cc1

```
! RIJCOSX wB97M-V def2-TZVPD def2/J DEFGRID3
* xyz 0 1
C 1.76738 -4.15338 -0.32314
C 0.34114 -4.35829 0.14287
N -0.44374 -3.13891 -0.09766
C -1.40058 -3.02194 -1.23271
C -0.68520 -3.12836 -2.59847
P -0.70056 -2.11376 1.30989
S 0.65526 -2.50968 2.66893
C -0.46406 -0.37628 0.77515
C -1.22783 0.63518 1.41032
C -1.04294 1.96436 1.02461
C -0.06879 2.34285 0.12761
N 0.25288 3.69693 -0.05739
C 0.50096 4.26971 -1.28195
C 0.65712 5.58731 -1.02980
N 0.52193 5.85979 0.33445
C 0.30955 4.69011 0.90834
C 0.15992 4.57498 2.38796
C 0.69257 1.31425 -0.46216
C 0.46108 -0.02940 -0.17603
H 1.77704 -3.99379 -1.39555
H 2.26965 -3.27161 0.13562
H 2.32983 -5.06547 -0.12672
H 0.27933 -4.60340 1.19046
H -0.07443 -5.21630 -0.39112
H -1.89931 -2.07736 -1.20836
H -2.12173 -3.84169 -1.21935
H -1.41229 -3.14044 -3.39832
H -0.16305 -4.09278 -2.62884
H 0.01164 -2.28836 -2.77955
H -2.01687 -2.30627 1.79474
H -2.01630 0.46428 2.11563
H -1.62636 2.71071 1.49355
H 0.55852 3.79532 -2.24733
H 0.84648 6.36137 -1.75999
H 0.86262 5.19684 2.93324
H 0.35091 3.54657 2.72628
H -0.80848 4.91429 2.69657
H 1.45913 1.62095 -1.16538
H 1.10760 -0.81829 -0.59641
*
```

A 2-piece molecular cluster, C14H20N6O4 overall in a non-equilibrium geometry, computed with wB97M-V/def2-TZVPD.

Calculated values
Orbital gap   6.280 eV
E_HOMO   -8.4 eV
SMILES string   O=[N+]([O-])c1cnc2no[n+]([O-])c2c1.C1CN[C@H](CN2CCCC2)C1
Relative energy (zero: lowest compared OMol25 entry of this formula, charge and spin)   135.01 kcal/mol

```
! RIJCOSX wB97M-V def2-TZVPD def2/J DEFGRID3
* xyz 0 1
O 2.12776 3.80495 -1.28215
N 1.04907 4.25460 -0.79891
O 0.96992 5.41086 -0.33219
C -0.10322 3.39365 -0.79735
C -1.26724 3.73969 -0.03135
N -2.33061 2.93884 0.11277
C -2.40050 1.89505 -0.73209
N -3.34080 0.90479 -0.76167
O -2.83150 -0.04444 -1.68465
N -1.59116 0.34112 -2.14791
O -0.89952 -0.43123 -2.80449
C -1.29139 1.58237 -1.58337
C -0.06437 2.17530 -1.47636
H -1.27349 4.67736 0.53657
H 0.76880 1.81842 -2.06803
C 3.63338 -0.17977 -0.80798
C 2.43614 0.42518 -1.52468
N 1.27478 0.16256 -0.66632
C 1.57761 -0.93675 0.20573
C 0.67688 -0.97491 1.44038
N -0.65811 -1.41973 1.15611
C -0.78322 -2.77995 0.66662
C -2.22926 -3.19689 0.94457
C -2.81562 -2.11598 1.87226
C -1.65724 -1.15614 2.16997
C 3.07564 -0.75301 0.49767
H 4.39769 0.56947 -0.63547
H 4.03802 -0.95971 -1.46710
H 2.58004 1.49800 -1.70995
H 2.26263 -0.07592 -2.49126
H 0.46058 -0.06977 -1.21714
H 1.42624 -1.86879 -0.37338
H 0.62388 0.03294 1.89037
H 1.17868 -1.67656 2.13823
H -0.08345 -3.46994 1.18270
H -0.53433 -2.82867 -0.40235
H -2.26061 -4.18781 1.39611
H -2.78029 -3.23786 0.00647
H -3.60779 -1.57587 1.35376
H -3.23422 -2.52949 2.78885
H -1.98430 -0.10697 2.14813
H -1.26548 -1.34952 3.18971
H 3.17036 -0.01077 1.30684
H 3.55960 -1.68871 0.79232
*
```

A 2-piece molecular cluster, C14H21B2Br2F6O6 overall in a non-equilibrium geometry, computed with wB97M-V/def2-TZVPD.

Calculated values
Orbital gap   7.158 eV
E_HOMO   -4.7 eV
Relative energy (zero: lowest compared OMol25 entry of this formula, charge and spin)   0.00 kcal/mol

```
! RIJCOSX wB97M-V def2-TZVPD def2/J DEFGRID3
* xyz -1 1
C 1.40505 -2.51366 3.17937
O 0.22855 -1.72954 3.10223
B 0.44741 -0.34301 3.39517
O 0.84532 -0.08991 4.71440
B 0.15626 0.86311 2.21198
C 1.39526 1.97170 2.47082
C 2.75528 1.78367 1.76198
C 3.78906 1.00240 2.55923
F 3.53199 -0.21057 3.10574
C 5.07160 1.49693 2.73606
F 5.52691 2.12717 3.79120
F 5.91698 1.40443 1.71182
C 0.40022 0.19788 0.73197
C -0.64868 -0.63662 0.05224
O -1.32592 -1.48733 0.49191
O -0.78904 -0.39604 -1.35592
C -1.19671 1.74354 2.43929
Br -1.22427 2.63677 4.24263
C -2.60369 1.15157 2.28247
C -2.92390 -0.16941 2.98137
Br -3.34179 1.27824 0.43283
H 1.80285 -2.55902 4.20296
H 1.11106 -3.54517 2.92692
H 2.16932 -2.23108 2.44412
H 0.35543 -0.62140 5.35395
H 1.02664 2.97119 2.16904
H 1.61119 2.09406 3.54213
H 2.76728 1.41537 0.72370
H 3.20400 2.78286 1.68826
H 0.67547 1.00878 0.03478
H 1.31028 -0.42192 0.79235
H 0.03314 -0.74806 -1.72755
H -1.15429 2.60405 1.75380
H -3.26536 1.86522 2.78275
H -2.22909 -0.98894 2.78049
H -3.94172 -0.45576 2.70206
H -2.87611 0.03592 4.05951
C -2.00296 -0.53214 -3.98543
C -2.25880 -1.61848 -5.00647
O -1.99994 -1.15236 -6.35097
C -0.73017 -1.13543 -6.73070
O 0.20781 -1.46616 -6.06578
C -0.63123 -0.66262 -8.18739
F -1.38835 0.42334 -8.41560
F -1.04577 -1.62497 -9.03388
F 0.62457 -0.35034 -8.52015
H -2.58188 0.36158 -4.22668
H -2.27559 -0.86949 -2.98952
H -0.95445 -0.24000 -3.97267
H -3.30811 -1.90787 -4.98504
H -1.67104 -2.51249 -4.79775
*
```

C14H21BrN2O3 as an isolated structure in a non-equilibrium geometry, computed with wB97M-V/def2-TZVPD.

Calculated values
Orbital gap   8.831 eV
E_HOMO   -8.3 eV
Relative energy (zero: lowest compared OMol25 entry of this formula, charge and spin)   285.69 kcal/mol

```
! RIJCOSX wB97M-V def2-TZVPD def2/J DEFGRID3
* xyz 0 1
C -1.58592 0.25412 -3.32038
C -2.98897 0.98805 -2.94787
C -3.75570 0.15439 -2.04067
C -3.04181 0.01223 -0.50956
N -2.94223 1.35488 0.40954
H -3.74478 1.70632 0.15132
C -1.72567 1.78071 0.37851
C -0.58534 1.28847 0.92018
C -0.72076 0.85718 2.24206
C 0.13625 0.09721 2.95859
C 1.40464 -0.36375 2.07669
C 1.65459 0.11177 0.82731
C 0.52154 0.94608 0.46579
H 0.61656 1.07586 -0.81797
O 2.70293 -0.23655 0.29651
C 2.89881 -0.12175 -0.99642
H 2.86718 1.08793 -1.00246
H 3.85249 -0.50104 -1.22077
H 2.06238 -0.30695 -1.84432
O 2.20103 -1.16799 2.97737
C 3.67128 -0.98099 2.70213
C 4.05512 -2.26667 1.56055
O 5.02711 -2.05287 0.90220
N 3.11887 -3.27344 1.47479
H 3.39321 -3.59571 0.62597
H 2.19263 -3.04139 1.99112
H 4.06974 -1.30510 3.81156
H 3.94537 -0.03478 2.23556
H 0.07915 -0.35129 4.00425
Br -2.42532 1.22193 3.27840
H -1.35520 2.25055 -0.89501
H -1.85085 2.99284 0.78800
H -3.62717 -0.77491 -0.00677
H -1.96513 -0.40548 -0.47212
H -4.60566 0.49902 -1.74255
H -3.78076 -0.97059 -2.53496
H -2.65537 2.09989 -2.56330
H -3.55556 0.77934 -3.83919
H -1.63719 -0.70673 -3.78132
H -0.92358 0.78497 -4.16680
H -0.99793 0.11426 -2.37593
*
```

Q: What is the E_HOMO in the sixth record?
A: -8.3 eV